[1]
DFT (wB97M-V/def2-TZVPD) results for a molecular structure, C33H34N6O2SSc.

```
! RIJCOSX wB97M-V def2-TZVPD def2/J DEFGRID3
* xyz -1 1
Sc 0.383 -0.013 0.024
O 2.094 0.951 0.598
C 2.600 2.043 1.062
C 3.924 2.075 1.563
C 4.478 3.244 2.038
C 3.757 4.445 2.040
C 2.467 4.431 1.548
C 1.876 3.257 1.074
C 0.508 3.312 0.576
N -0.216 2.303 0.309
C -1.544 2.522 -0.264
C -1.615 1.642 -1.512
N -1.374 0.262 -1.172
C -2.569 -0.534 -1.015
C -3.053 -0.797 0.410
C -4.411 -0.987 0.661
C -4.897 -1.380 1.903
C -3.991 -1.605 2.932
C -2.636 -1.403 2.715
C -2.154 -0.971 1.475
O -0.852 -0.731 1.346
H 4.483 1.148 1.547
H 5.497 3.232 2.409
H 4.201 5.360 2.408
H 1.882 5.346 1.525
H 0.089 4.317 0.445
H -1.721 3.587 -0.469
H -2.289 2.167 0.454
H -0.850 2.001 -2.214
H -2.594 1.796 -1.993
H -3.410 -0.043 -1.529
H -5.108 -0.839 -0.160
H -5.960 -1.522 2.056
H -4.337 -1.926 3.908
H -1.913 -1.543 3.511
C 2.033 -0.893 -6.018
C 0.680 -0.713 -5.341
N 0.504 -1.555 -4.179
C 0.950 -1.270 -2.924
S 1.593 0.282 -2.558
N 0.899 -2.339 -2.131
N 1.177 -2.062 -0.822
C 1.585 -3.041 -0.096
C 1.821 -4.424 -0.609
C 1.861 -2.747 1.335
C 2.319 -3.722 2.216
C 2.572 -3.367 3.532
C 2.371 -2.057 3.933
C 1.917 -1.152 2.984
N 1.671 -1.493 1.731
H 2.121 -0.246 -6.895
H 2.832 -0.638 -5.320
H 2.179 -1.926 -6.345
H 0.561 0.319 -5.015
H -0.133 -0.932 -6.037
H 0.267 -2.525 -4.314
H 1.478 -4.496 -1.635
H 2.886 -4.672 -0.571
H 1.292 -5.160 0.001
H 2.475 -4.737 1.878
H 2.926 -4.111 4.236
H 2.559 -1.736 4.949
H 1.743 -0.110 3.232
C -2.352 -1.899 -1.719
C -3.591 -2.744 -1.844
C -3.888 -3.744 -0.922
C -5.066 -4.476 -1.009
C -5.975 -4.218 -2.027
C -5.690 -3.226 -2.958
C -4.509 -2.501 -2.864
H -1.938 -1.676 -2.705
H -1.580 -2.444 -1.171
H -3.194 -3.926 -0.108
H -5.279 -5.240 -0.272
H -6.896 -4.784 -2.095
H -6.389 -3.016 -3.759
H -4.290 -1.724 -3.589
*
```

Results
E_HOMO = -0.1461 hartree
gap between HOMO and LUMO = 6.607 eV
electronic energy = -2916.0981 Eh
LUMO level = 2.631 eV
ΔE to the lowest compared entry with this formula, charge and spin = 0.000 eV



[2]
DFT (wB97M-V/def2-TZVPD) results for a molecular structure, C30H36BFeN9.

```
! RIJCOSX wB97M-V def2-TZVPD def2/J DEFGRID3
* xyz 1 6
Fe 0.364 -0.304 -0.385
C 1.496 -3.564 2.184
C 0.555 -2.641 1.737
N 1.043 -1.953 0.707
N 2.302 -2.395 0.484
C 2.589 -3.371 1.361
B 3.218 -1.728 -0.602
N 2.477 -1.849 -1.971
C 2.815 -2.415 -3.149
C 1.787 -2.238 -4.046
C 0.824 -1.534 -3.328
N 1.240 -1.305 -2.090
N 3.340 -0.199 -0.271
C 4.431 0.527 0.020
C 4.039 1.814 0.334
C 2.652 1.795 0.211
N 2.242 0.586 -0.166
N 4.608 -2.349 -0.496
C 5.464 -3.033 -1.312
C 6.595 -3.324 -0.604
C 6.360 -2.776 0.671
N 5.178 -2.195 0.736
H 1.404 -4.267 2.994
H -0.443 -2.445 2.100
H 3.539 -3.875 1.355
H 3.748 -2.910 -3.301
H 1.748 -2.572 -5.069
H -0.146 -1.186 -3.651
H 5.419 0.102 -0.013
H 4.669 2.639 0.618
H 1.936 2.588 0.368
H 5.249 -3.281 -2.330
H 7.465 -3.855 -0.955
H 7.001 -2.780 1.540
C 1.184 1.000 4.534
C -0.059 1.315 3.741
C -1.134 2.016 4.301
C -2.295 2.311 3.565
C -3.428 3.069 4.210
C -2.387 1.905 2.257
C -1.322 1.188 1.636
C -0.165 0.915 2.432
N -1.301 0.744 0.375
C -2.354 0.895 -0.632
C -2.634 2.371 -0.981
C -3.644 2.440 -2.135
C -4.947 1.749 -1.713
C -4.667 0.276 -1.390
C -4.099 -0.423 -2.629
C -2.804 0.275 -3.053
C -3.073 1.748 -3.376
C -1.810 0.204 -1.893
C -3.665 0.190 -0.231
H 1.116 1.382 5.551
H 2.062 1.440 4.058
H 1.345 -0.078 4.580
H -1.073 2.342 5.333
H -3.195 3.315 5.244
H -4.346 2.480 4.200
H -3.628 4.000 3.677
H -3.284 2.139 1.705
H 0.659 0.370 1.981
H -1.693 2.857 -1.260
H -3.031 2.897 -0.114
H -3.844 3.489 -2.362
H -5.680 1.818 -2.521
H -5.371 2.250 -0.838
H -5.594 -0.214 -1.087
H -4.826 -0.385 -3.444
H -3.903 -1.477 -2.410
H -2.382 -0.225 -3.928
H -3.782 1.823 -4.203
H -2.146 2.238 -3.689
H -0.868 0.699 -2.190
H -1.602 -0.855 -1.655
H -3.448 -0.854 0.018
H -4.090 0.656 0.657
*
```

Results
E_HOMO (spin up / spin down) = -0.4137 / -0.4224 hartree
gap between HOMO and LUMO (spin up / spin down) = 9.469 / 6.654 eV
electronic energy = -2946.1003 Eh
LUMO level (spin up / spin down) = -1.788 / -4.842 eV
ΔE to the lowest compared entry with this formula, charge and spin = 0.056 eV



[3]
DFT (wB97M-V/def2-TZVPD) results for a gas-phase ion, C8H14IN2 (charge +1).

```
! RIJCOSX wB97M-V def2-TZVPD def2/J DEFGRID3
* xyz 1 1
C 1.187 2.235 0.154
C -0.662 1.163 -0.873
C 1.995 3.023 0.792
C 1.878 -0.080 0.616
C -0.531 -0.240 -0.301
C -2.012 1.282 -1.552
C -1.260 -0.229 1.061
C 0.807 -2.256 0.266
N 0.157 2.128 -0.640
N 0.888 -0.871 -0.185
I 3.842 -0.143 -0.191
H 1.805 4.126 0.711
H 2.870 2.662 1.319
H 2.044 -0.328 1.654
H -1.071 -0.913 -1.041
H -2.670 0.554 -0.981
H -1.834 0.844 -2.558
H -2.460 2.242 -1.511
H -0.516 -0.346 1.808
H -1.980 -1.053 0.982
H -1.744 0.698 1.101
H 1.765 -2.692 0.203
H 0.350 -2.379 1.150
H 0.264 -2.864 -0.458
H 1.247 -0.790 -1.105
*
```

Results
E_HOMO (spin up / spin down) = -0.4261 / -0.4261 hartree
gap between HOMO and LUMO (spin up / spin down) = 7.636 / 7.637 eV
electronic energy = -720.0132 Eh
LUMO level (spin up / spin down) = -3.958 / -3.957 eV
ΔE to the lowest compared entry with this formula, charge and spin = 4.154 eV



[4]
DFT (wB97M-V/def2-TZVPD) results for a molecular structure, C3H10N2P2.

```
! RIJCOSX wB97M-V def2-TZVPD def2/J DEFGRID3
* xyz 0 1
C 0.067 -0.853 0.826
C 0.556 -2.228 0.421
C -1.921 2.038 -0.809
N -0.229 0.121 -0.230
N -1.897 0.924 0.090
P 0.991 0.778 0.753
P 2.635 0.540 -0.618
H -0.565 -1.062 1.662
H 1.674 -2.098 0.146
H 0.024 -2.546 -0.476
H 0.619 -2.894 1.216
H -2.328 2.843 -0.369
H -0.915 2.185 -1.322
H -2.641 1.675 -1.689
H -1.733 1.264 1.074
H 2.146 -0.736 -1.016
H 3.518 0.047 0.341
*
```

Results
E_HOMO = -0.3235 hartree
gap between HOMO and LUMO = 9.494 eV
electronic energy = -912.3498 Eh
LUMO level = 0.690 eV
ΔE to the lowest compared entry with this formula, charge and spin = 2.883 eV